(1)
12
Properties=species:S:1:pos:R:3 method="wB97M-V/def2-TZVPD" relative_energy_kj_mol=170.65 lumo_ev=-3.84 multiplicity=1 total_charge=+1
C -0.0632 -1.4808 -0.8100
C -0.6420 -1.0912 0.3079
C 0.8577 -0.2697 -0.7668
C -0.3392 1.3655 0.8014
O 0.3354 0.0596 0.6364
H -0.0078 -2.4074 -1.4761
H -1.4072 -1.4822 0.9934
H 1.8757 -0.4456 -0.6997
H 0.7163 0.5627 -1.5605
H 0.2660 2.3814 0.5612
H -1.2352 1.4027 0.1073
H -0.3565 1.4051 1.9054

(2)
13
Properties=species:S:1:pos:R:3 method="wB97M-V/def2-TZVPD" relative_energy_kj_mol=182.00 lumo_ev=4.18 multiplicity=1 total_charge=-1
O 0.2008 -2.0154 1.9410
C -0.2267 -1.9252 0.7648
C 0.1250 -0.9882 -0.2039
C 0.7588 0.3337 0.1314
C -0.2139 1.4904 -0.0264
O -0.5627 1.6990 -1.4038
H -0.9667 -2.6568 0.3590
H -0.6468 0.7941 -1.7547
H -0.2933 -1.1920 -1.1868
H 1.2060 0.3102 1.1232
H 1.6002 0.4912 -0.5675
H -1.1421 1.2173 0.4849
H 0.1615 2.4417 0.3388

(3)
13
Properties=species:S:1:pos:R:3 method="wB97M-V/def2-TZVPD" relative_energy_kj_mol=116.69 lumo_ev=4.26 multiplicity=1 total_charge=-1
O 2.2623 -0.4578 -1.1127
C 2.4954 0.3670 -0.1595
O 1.7336 0.9349 0.6666
H 3.5983 0.5687 -0.0205
C -0.6440 0.1713 -0.9563
C -1.1875 -0.6513 0.2042
C -1.6982 -0.2436 1.3567
H -1.2414 0.0184 -1.9034
H -0.6647 1.2170 -0.6794
H 0.4207 -0.0763 -1.1032
H -1.1317 -1.7252 -0.0057
H -2.1288 -0.9448 2.0758
H -1.8139 0.8219 1.6375

(4)
14
Properties=species:S:1:pos:R:3 method="wB97M-V/def2-TZVPD" relative_energy_kj_mol=573.60 lumo_ev="-0.95 / -0.80" multiplicity=1
C 0.6263 -0.8339 0.4889
C 1.1380 0.5397 0.0270
C -0.6579 -1.2003 -0.1528
C 0.0637 1.5135 0.0427
O -3.2828 -0.2647 -0.2983
O -1.1084 1.4768 0.3018
P -2.1881 -0.3570 0.6881
H 1.4843 -1.5366 0.2359
H 0.5604 -0.6482 1.6606
H 1.9785 0.9219 0.7346
H 1.6699 0.7078 -0.9580
H -0.4708 -1.0356 -1.1419
H -0.9772 -2.3141 0.1511
H 1.1640 3.0308 -1.7798

(5)
14
Properties=species:S:1:pos:R:3 method="wB97M-V/def2-TZVPD" relative_energy_kj_mol=4.74 lumo_ev="0.67 / -1.75" multiplicity=4 s2=3.77
H 1.4671 -1.2642 -0.7861
O 2.9663 0.6766 -0.4733
C 1.6563 0.2524 -0.5475
C 0.8238 0.5964 0.5329
C -0.6769 0.6381 0.3715
C -0.5267 -0.5915 1.2144
O -0.5490 -1.7797 0.7401
Pd 0.2203 -2.5394 -0.5270
H 3.3675 0.6728 -1.3464
H 1.2004 0.3182 -1.5443
H 1.2804 1.1350 1.3668
H -1.0363 0.4467 -0.6446
H -1.1623 1.4669 0.9016
H -0.7122 -0.4706 2.2954

(6)
14
Properties=species:S:1:pos:R:3 method="wB97M-V/def2-TZVPD" relative_energy_kj_mol=200.14 lumo_ev="3.07 / 3.07" multiplicity=2 s2=0.76 total_charge=-1
O 2.6774 -0.9695 0.6408
C 1.4726 -1.3072 0.6350
C 0.5008 -0.9587 -0.3507
H -0.2923 -1.7156 -0.4273
H 1.0998 -1.8753 1.5126
H 0.9113 -0.7579 -1.3481
Tl 4.5920 -0.1757 -0.4788
C -1.7787 1.0018 -0.7564
C -0.6230 0.7127 0.0459
O -3.0261 0.7499 -0.1504
H -1.7702 2.0401 -1.1320
H -0.8200 0.5509 1.1236
H 0.1466 1.4925 -0.0207
H -3.0903 1.2120 0.7066

(7)
14
Properties=species:S:1:pos:R:3 method="wB97M-V/def2-TZVPD" relative_energy_kj_mol=300.10 lumo_ev="-9.03 / -9.94" multiplicity=2 s2=0.77 total_charge=+2
O 1.6432 -1.5867 -0.8517
C 2.3811 -0.7277 -0.2467
C 1.9110 0.5267 0.1944
H 2.3067 0.8169 1.1745
H 3.4693 -0.8665 -0.3618
H 1.9843 1.2879 -0.5978
Yb -0.5404 -1.6422 -1.0330
C -0.4422 0.5837 0.0435
C -1.6127 1.0671 -0.5915
O -2.6866 0.2391 -0.7908
H -0.2496 1.4279 -1.0382
H -1.8550 2.1186 -0.7208
H -0.5713 0.4165 1.1199
H -3.2051 0.4456 -1.5762

(8)
14
Properties=species:S:1:pos:R:3 method="wB97M-V/def2-TZVPD" relative_energy_kj_mol=30.58 lumo_ev=4.15 multiplicity=1 total_charge=-1
O -2.3081 -0.5064 -1.0991
C -1.4207 -0.9539 -1.8303
O -0.1733 -0.9267 -1.6780
H -1.7460 -1.4470 -2.7859
C 1.7432 0.8427 2.2589
C 1.0047 0.5074 1.2003
O 1.2432 -0.6192 0.5234
C -0.1289 1.3519 0.7144
H 1.4879 1.7305 2.8147
H 2.5796 0.2632 2.6182
H 0.7125 -0.6492 -0.3246
H -0.2250 2.2517 1.3070
H 0.0606 1.6513 -0.3214
H -1.0618 0.8099 0.6240